Entry 1:
{
  "formula": "C5H6N2O",
  "method": "the ωB97M-V functional and the def2-TZVPD basis",
  "symbols": ["C", "C", "C", "C", "C", "H", "H", "H", "H", "H", "H", "N", "N", "O"],
  "positions_angstrom": [[1.166, -0.586, -1.044], [0.486, -0.663, -2.454], [0.472, -0.278, 1.235], [-0.756, 0.721, 1.356], [-1.057, 0.341, -0.121], [1.757, -0.036, 1.168], [0.527, -1.292, 1.770], [-1.599, 0.462, 1.930], [-0.561, 1.811, 1.486], [-2.192, -0.059, -0.257], [-0.754, 1.285, -0.828], [-0.026, -0.443, -3.450], [0.143, -0.588, -0.117], [2.393, -0.674, -0.675]],
  "lowdin_charge": [-0.3638, -0.1007, -0.1535, -0.1221, -0.1287, 0.1874, 0.1302, 0.0742, 0.1128, 0.1572, 0.1585, 0.1567, -0.1144, 0.0063],
  "fmax_ev_per_a": 5.5,
  "smiles": "N#CC(=O)N1CCC1",
  "energy_ha": -378.75263,
  "charge": 0,
  "homo_ev": -10.06,
  "relative_energy_ev": 3.220,
  "homo_lumo_gap_ev": 10.092
}

Entry 2:
{
  "formula": "C5H6N2O",
  "method": "the ωB97M-V functional and the def2-TZVPD basis",
  "symbols": ["C", "C", "C", "C", "C", "H", "H", "H", "H", "H", "H", "N", "N", "O"],
  "positions_angstrom": [[1.583, -0.311, 0.037], [-0.523, 0.669, -0.308], [-1.831, 0.096, 0.277], [-1.065, -1.288, -0.031], [0.223, -0.504, -0.358], [3.639, -0.392, 0.035], [0.468, 2.649, -0.676], [-1.866, 0.274, 1.399], [-2.951, 0.491, -0.319], [-0.651, -1.989, 0.917], [-1.535, -1.711, -1.061], [2.705, -0.968, -0.062], [0.190, 1.824, -0.147], [1.616, 1.160, 0.296]],
  "lowdin_charge": [-0.3393, -0.2909, -0.1047, -0.1375, -0.1384, 0.1020, 0.1341, 0.1169, 0.1772, 0.1705, 0.1402, 0.1065, 0.1372, -0.0737],
  "fmax_ev_per_a": 4.3,
  "energy_ha": -378.62260,
  "charge": 0,
  "homo_ev": -8.55,
  "relative_energy_ev": 6.758,
  "homo_lumo_gap_ev": 8.588
}

Entry 3:
{
  "formula": "C5H6N2O",
  "method": "the ωB97M-V functional and the def2-TZVPD basis",
  "symbols": ["C", "C", "C", "C", "C", "H", "H", "H", "H", "H", "H", "N", "N", "O"],
  "positions_angstrom": [[-1.408, -0.370, -0.580], [-0.706, -1.554, 0.135], [0.694, -1.283, 0.597], [1.693, -0.492, -0.226], [2.346, -0.019, -1.232], [-1.364, 1.720, 1.511], [0.454, 2.431, 0.857], [-1.330, 1.716, -0.955], [-1.329, -2.134, 0.938], [1.273, -1.959, 1.352], [3.315, 0.393, -1.657], [-0.321, 1.298, 0.773], [-0.746, 0.834, -0.575], [-2.571, -0.583, -0.939]],
  "lowdin_charge": [-0.5190, 0.0065, -0.0915, -0.1586, 0.0846, 0.1857, 0.2114, 0.1811, 0.1258, 0.1173, 0.0494, -0.1353, -0.0942, 0.0368],
  "fmax_ev_per_a": 6.4,
  "energy_ha": -378.55726,
  "charge": 0,
  "homo_ev": -9.05,
  "relative_energy_ev": 8.536,
  "homo_lumo_gap_ev": 8.576
}

Entry 4:
{
  "formula": "C5H6N2O",
  "method": "the ωB97M-V functional and the def2-TZVPD basis",
  "symbols": ["C", "C", "C", "C", "C", "N", "N", "O", "H", "H", "H", "H", "H", "H"],
  "positions_angstrom": [[1.465, -1.079, 0.205], [-1.729, -0.885, 0.868], [0.977, 1.294, -0.448], [-0.777, -0.505, 0.014], [0.603, 0.076, 0.323], [2.181, -1.958, 0.237], [0.564, 2.356, 0.048], [-0.833, -0.582, -1.460], [-2.642, -1.445, 0.573], [-1.460, -0.795, 1.878], [1.557, 1.248, -1.447], [0.764, 0.483, 1.323], [0.655, 3.200, -0.522], [-1.325, -1.408, -1.592]],
  "lowdin_charge": [-0.2052, 0.0875, -0.2222, -0.2965, -0.2693, 0.1744, 0.1193, -0.0075, 0.0883, 0.0535, 0.1561, 0.1538, 0.0685, 0.0992],
  "fmax_ev_per_a": 3.2,
  "smiles": "[H]/N=C/[C@H](C#N)C(=C)O",
  "energy_ha": -378.79723,
  "charge": 0,
  "homo_ev": -10.06,
  "relative_energy_ev": 2.006,
  "homo_lumo_gap_ev": 10.741
}

Entry 5:
{
  "formula": "C5H6N2OS",
  "method": "the ωB97M-V functional and the def2-TZVPD basis",
  "symbols": ["C", "C", "C", "C", "C", "N", "N", "O", "S", "H", "H", "H", "H", "H", "H"],
  "positions_angstrom": [[-0.032, 0.861, 2.338], [-0.661, -0.211, 1.757], [0.612, 0.820, 0.323], [-0.532, -1.060, -0.646], [-0.084, 0.049, -2.001], [0.753, 1.495, 1.430], [-0.240, -0.230, 0.464], [2.473, 0.074, -1.357], [1.344, 1.002, -1.315], [-0.099, 1.217, 3.347], [-1.351, -0.929, 2.147], [-1.581, -1.318, -0.739], [0.122, -1.928, -0.721], [0.211, -0.535, -2.859], [-0.937, 0.691, -2.168]],
  "lowdin_charge": [-0.1393, -0.0513, -0.4782, -0.0630, -0.2069, 0.0828, -0.1254, -0.5233, 0.9476, 0.0968, 0.1136, 0.1077, 0.1105, 0.0651, 0.0634],
  "fmax_ev_per_a": 3.8,
  "energy_ha": -777.00611,
  "charge": 0,
  "homo_ev": -9.24,
  "relative_energy_ev": 1.685,
  "homo_lumo_gap_ev": 9.922
}

Entry 6:
{
  "formula": "C5H6N2S",
  "method": "the ωB97M-V functional and the def2-TZVPD basis",
  "symbols": ["C", "C", "C", "C", "C", "H", "H", "H", "H", "H", "H", "N", "N", "S"],
  "positions_angstrom": [[0.035, -1.568, -0.148], [1.260, -0.955, -0.141], [1.010, 0.439, 0.163], [1.804, 1.487, 0.121], [-0.492, 0.599, 0.155], [-2.830, -0.703, 0.862], [-2.557, 0.134, -0.682], [-0.227, -2.606, -0.093], [2.357, -1.411, -0.245], [1.488, 2.472, 0.149], [2.888, 1.457, -0.217], [-2.426, -0.854, -0.006], [-1.044, -0.593, 0.182], [-1.267, 2.103, -0.101]],
  "lowdin_charge": [0.0013, -0.0472, -0.3330, 0.0761, -0.7208, 0.0425, 0.1253, 0.1045, 0.1595, 0.0219, 0.1056, 0.0693, -0.2108, 0.6056],
  "fmax_ev_per_a": 6.2,
  "smiles": "C=C1C=CN(N)C1=S",
  "energy_ha": -701.71034,
  "charge": 0,
  "homo_ev": -8.26,
  "relative_energy_ev": 3.500,
  "homo_lumo_gap_ev": 7.676
}

Entry 7:
{
  "formula": "C5H6N4O",
  "method": "the ωB97M-V functional and the def2-TZVPD basis",
  "symbols": ["C", "C", "C", "C", "C", "N", "N", "N", "N", "O", "H", "H", "H", "H", "H", "H"],
  "positions_angstrom": [[-1.808, -0.512, -0.902], [-0.761, 0.223, -1.252], [2.266, 0.741, 0.767], [-1.793, -1.535, 0.241], [1.247, 1.471, -0.172], [1.906, -0.444, 0.992], [-1.303, -1.008, 1.357], [0.413, 0.290, -0.483], [0.780, -0.723, 0.205], [-2.321, -2.653, 0.184], [-2.526, -0.641, -1.743], [-0.837, 0.989, -1.910], [2.989, 1.287, 1.367], [0.839, 2.317, 0.460], [1.916, 1.889, -1.051], [-1.006, -1.691, 1.940]],
  "lowdin_charge": [0.0171, -0.0728, -0.1327, -0.5821, -0.0752, 0.0609, 0.2019, -0.1488, 0.0443, 0.0673, 0.1236, 0.0839, 0.1089, 0.1318, 0.1516, 0.0202],
  "fmax_ev_per_a": 4.0,
  "energy_ha": -488.18447,
  "charge": 0,
  "homo_ev": [-9.67, -7.71],
  "relative_energy_ev": 6.541,
  "homo_lumo_gap_ev": [8.850, 6.179]
}

Entry 8:
{
  "formula": "C5H6N5O2",
  "method": "the ωB97M-V functional and the def2-TZVPD basis",
  "symbols": ["C", "C", "C", "C", "C", "N", "N", "N", "N", "N", "O", "O", "H", "H", "H", "H", "H", "H"],
  "positions_angstrom": [[-0.261, 3.002, 0.642], [2.422, 0.607, 0.848], [1.276, -1.132, -0.147], [1.023, 0.945, 0.584], [-3.594, -0.216, -0.649], [0.382, 2.035, 0.739], [-4.777, -0.106, -0.683], [2.463, -0.653, 0.299], [0.347, -0.240, 0.101], [1.191, -2.278, -0.764], [3.376, 1.269, 1.166], [-2.448, -0.456, -0.480], [-0.833, 3.836, 0.496], [-5.661, 0.314, -0.749], [3.359, -1.280, 0.395], [-0.547, -0.088, -0.190], [2.072, -2.848, -0.826], [0.208, -2.709, -0.782]],
  "lowdin_charge": [0.2867, -0.4102, -0.3915, -0.1737, -0.3680, 0.1238, 0.2616, 0.1874, 0.2273, 0.2069, 0.1187, 0.0873, 0.0816, 0.0955, 0.2429, 0.0750, 0.1631, 0.1856],
  "fmax_ev_per_a": 4.9,
  "energy_ha": -618.08764,
  "charge": 1,
  "homo_ev": -11.66,
  "relative_energy_ev": 1.496,
  "homo_lumo_gap_ev": 8.301
}